[1]
Formula: C37H57BN6O7P3TaTe
Source: the OMol25 dataset
Level of theory: ωB97M-V/def2-TZVPD

Computed properties:
highest occupied orbital energy	-7.91	eV
max |F|	0.0555	hartree/bohr
Kohn-Sham gap	6.24	eV

Geometry as ORCA input:
```
! RIJCOSX wB97M-V def2-TZVPD def2/J DEFGRID3
* xyz 0 1
Ta 0.27 0.09 -0.87
C 5.13 -2.29 1.31
C 4.27 -1.88 0.11
C 4.57 -2.77 -1.10
C 4.62 -0.43 -0.26
P 2.40 -1.91 0.41
C 2.36 -1.15 2.10
N 1.19 -0.34 2.31
B 0.33 0.33 1.37
N -0.49 1.19 2.19
C -1.41 2.24 1.83
P -2.01 2.03 0.09
C -2.15 3.84 -0.43
C -0.71 4.31 -0.66
C -2.82 4.76 0.59
C -2.91 3.93 -1.77
C -3.72 1.25 0.40
C -4.40 1.01 -0.95
C -3.39 -0.10 1.04
C -4.67 2.03 1.30
C -0.14 1.04 3.53
C -0.63 1.65 4.68
C -0.06 1.29 5.89
C 0.97 0.36 5.97
C 1.46 -0.25 4.82
C 0.90 0.09 3.60
C 1.84 -3.68 0.80
C 0.54 -3.56 1.62
C 1.52 -4.37 -0.53
C 2.83 -4.53 1.59
H 6.18 -2.14 1.03
H 5.01 -3.33 1.58
H 4.95 -1.67 2.19
H 5.59 -2.59 -1.45
H 3.89 -2.54 -1.92
H 4.49 -3.83 -0.85
H 5.70 -0.28 -0.25
H 4.20 0.31 0.42
H 4.27 -0.20 -1.27
H 3.25 -0.52 2.22
H 2.42 -1.94 2.86
H -0.91 3.21 1.91
H -2.25 2.24 2.51
H -0.15 4.39 0.27
H -0.71 5.30 -1.12
H -0.17 3.63 -1.33
H -2.32 4.74 1.56
H -3.87 4.53 0.73
H -2.76 5.79 0.21
H -2.54 3.20 -2.49
H -2.78 4.92 -2.20
H -3.98 3.77 -1.63
H -3.69 0.59 -1.67
H -4.81 1.93 -1.37
H -5.22 0.31 -0.83
H -2.68 -0.67 0.43
H -4.31 -0.70 1.12
H -2.97 0.01 2.04
H -5.05 2.92 0.80
H -4.22 2.33 2.25
H -5.53 1.40 1.53
H -1.41 2.39 4.63
H -0.43 1.75 6.80
H 1.39 0.11 6.93
H 2.27 -0.97 4.89
H -0.15 -2.86 1.17
H 0.73 -3.24 2.65
H 0.07 -4.55 1.67
H 0.71 -3.86 -1.05
H 1.19 -5.40 -0.34
H 2.38 -4.41 -1.20
H 3.17 -4.04 2.50
H 3.70 -4.79 0.98
H 2.34 -5.46 1.88
O 5.98 3.26 0.00
C 5.48 4.16 -0.72
O 5.89 5.17 -1.25
C 4.03 3.59 -0.88
C 3.11 3.65 0.18
C 2.09 2.74 0.25
N 1.89 1.79 -0.67
C 2.73 1.77 -1.72
C 3.76 2.65 -1.89
C 2.50 0.62 -2.65
O 2.94 0.53 -3.76
O 1.76 -0.31 -2.05
H 3.23 4.39 0.96
H 1.39 2.74 1.09
H 4.39 2.58 -2.77
N -0.27 1.44 -2.32
C -0.75 1.57 -3.40
N -1.24 1.68 -4.52
C -2.17 2.37 -5.12
N -3.00 2.93 -5.70
C -4.40 -1.82 -3.25
C -3.12 -1.05 -3.52
O -2.28 -0.99 -2.34
P -1.06 -2.07 -2.20
O -0.61 -1.63 -0.75
Te 0.37 -2.12 -4.02
O -1.78 -3.48 -2.04
C -2.59 -3.86 -0.92
C -3.28 -5.16 -1.27
H -5.05 -1.75 -4.12
H -4.93 -1.41 -2.39
H -4.18 -2.87 -3.07
H -3.34 -0.02 -3.79
H -2.56 -1.51 -4.34
H -3.31 -3.06 -0.70
H -1.94 -3.99 -0.05
H -3.90 -5.03 -2.15
H -3.92 -5.48 -0.44
H -2.54 -5.93 -1.47
*
```


[2]
Formula: C37H57BN8O
Source: the OMol25 dataset
Level of theory: ωB97M-V/def2-TZVPD

Computed properties:
highest occupied orbital energy	-6.94	eV
max |F|	0.2689	hartree/bohr
Kohn-Sham gap	1.95	eV

Geometry as ORCA input:
```
! RIJCOSX wB97M-V def2-TZVPD def2/J DEFGRID3
* xyz 0 1
C -29.31 -8.29 28.61
C -29.62 -6.93 29.50
C -28.81 -7.09 30.87
C -27.36 -6.59 30.79
C -27.35 -5.21 30.36
C -28.05 -4.97 28.92
N -29.34 -5.73 28.81
O -29.96 -5.63 27.63
C -27.01 -5.14 27.78
C -28.33 -3.54 28.68
C -31.14 -6.96 29.80
H -29.72 -8.29 27.55
H -29.72 -9.24 29.05
H -28.18 -8.34 28.28
H -28.85 -8.04 31.22
H -29.22 -6.40 31.67
H -26.80 -7.24 30.38
H -27.00 -6.75 31.80
H -26.29 -4.82 30.33
H -27.89 -4.60 31.02
H -26.18 -4.57 27.78
H -27.39 -4.94 26.75
H -26.75 -6.26 27.78
H -28.70 -3.25 27.78
H -27.58 -2.79 28.73
H -29.07 -3.22 29.50
H -31.73 -6.82 29.06
H -31.46 -6.19 30.39
H -31.54 -8.02 30.23
B -23.83 -8.24 30.71
H -25.11 -8.02 31.32
H -23.79 -9.58 30.59
H -23.90 -7.70 29.78
H -22.83 -8.03 31.55
N -26.38 -8.84 36.83
C -25.15 -8.12 36.66
C -24.76 -8.10 35.17
C -25.87 -8.94 34.52
C -26.84 -9.33 35.63
H -26.70 -8.95 37.74
H -24.65 -7.73 37.56
H -24.03 -7.60 34.76
H -25.86 -9.38 33.47
H -27.52 -10.16 35.56
N -23.75 -12.16 29.81
C -22.70 -12.95 30.30
C -22.94 -14.44 29.98
C -24.24 -14.42 29.17
C -24.81 -13.01 29.19
H -23.78 -11.21 29.72
H -21.86 -12.41 30.74
H -22.33 -15.28 30.35
H -24.58 -15.19 28.60
H -25.73 -12.48 28.79
N -26.34 -10.54 29.85
C -26.97 -10.58 30.95
C -28.16 -11.34 30.74
C -28.23 -11.69 29.37
C -26.89 -11.05 28.70
H -25.45 -10.12 29.69
H -26.39 -10.01 31.84
H -28.80 -11.72 31.52
H -29.02 -12.35 28.75
H -26.57 -11.10 27.80
N -18.53 -6.89 31.54
C -17.23 -7.23 31.37
C -16.76 -8.24 32.35
C -18.01 -8.38 33.15
C -19.17 -7.54 32.61
H -19.00 -6.27 31.03
H -16.68 -6.80 30.45
H -15.86 -8.59 32.69
H -18.09 -9.26 33.94
H -20.26 -7.28 32.83
N -23.42 -5.74 32.48
C -23.18 -5.14 33.76
C -23.44 -3.59 33.49
C -23.77 -3.50 32.02
C -23.83 -4.98 31.46
H -23.20 -6.68 32.20
H -22.75 -5.81 34.37
H -23.34 -2.76 34.19
H -23.99 -2.44 31.52
H -24.14 -5.37 30.50
N -22.50 -12.62 33.51
C -21.62 -13.58 33.73
C -20.27 -12.88 33.73
C -20.46 -11.42 33.36
C -22.06 -11.37 33.31
H -23.50 -12.67 33.35
H -21.88 -14.58 33.69
H -19.31 -13.46 33.76
H -19.59 -10.66 33.24
H -22.62 -10.47 33.12
N -20.83 -8.76 29.02
C -19.64 -9.12 29.46
C -18.67 -8.98 28.25
C -19.56 -8.70 27.06
C -20.89 -8.57 27.69
H -21.70 -8.76 29.55
H -19.38 -9.27 30.49
H -17.79 -9.24 28.32
H -18.95 -8.53 26.13
H -21.71 -8.32 27.09
*
```


[3]
Formula: C37H57Cl22NO2S
Source: the OMol25 dataset
Level of theory: ωB97M-V/def2-TZVPD

Computed properties:
highest occupied orbital energy	-7.39	eV
max |F|	0.1372	hartree/bohr
Kohn-Sham gap	7.77	eV

Geometry as ORCA input:
```
! RIJCOSX wB97M-V def2-TZVPD def2/J DEFGRID3
* xyz 0 1
O 1.63 -2.40 4.76
C 0.89 -1.60 4.25
O 0.35 -0.60 4.97
C 0.55 -1.65 2.77
C -0.83 -2.28 2.51
C -1.98 -1.35 2.80
C -2.90 -1.72 3.77
C -3.97 -0.92 4.12
C -4.14 0.32 3.55
C -3.22 0.72 2.60
C -2.19 -0.10 2.20
N -1.32 0.36 1.19
C -0.74 1.61 1.44
C 0.62 1.82 1.37
C 1.14 3.06 1.66
C 0.32 4.12 1.99
C -1.05 3.92 2.05
C -1.56 2.67 1.77
S -3.31 2.31 1.83
H -0.21 -0.05 4.40
H 1.32 -2.25 2.28
H 0.66 -0.64 2.38
H -0.92 -3.11 3.21
H -0.90 -2.73 1.52
H -2.79 -2.66 4.29
H -4.66 -1.26 4.87
H -4.95 0.97 3.84
H -0.64 -0.33 0.90
H 1.24 0.98 1.10
H 2.21 3.22 1.61
H 0.70 5.11 2.19
H -1.74 4.72 2.32
Cl -2.01 -3.53 -1.99
C -3.70 -3.71 -1.44
C -4.28 -2.41 -0.95
Cl -3.53 -1.84 0.57
H -3.72 -4.47 -0.66
H -4.27 -4.08 -2.29
H -5.35 -2.54 -0.75
H -4.17 -1.62 -1.70
Cl 1.22 0.41 -3.26
C 1.86 -1.20 -2.84
C 1.13 -1.82 -1.68
Cl 1.46 -0.94 -0.15
H 2.92 -1.10 -2.64
H 1.74 -1.84 -3.72
H 1.46 -2.84 -1.54
H 0.06 -1.82 -1.83
Cl 4.34 -0.69 1.94
C 4.90 -2.27 2.56
C 5.16 -3.25 1.44
Cl 3.66 -3.76 0.62
H 4.14 -2.63 3.25
H 5.81 -2.09 3.11
H 5.62 -4.15 1.86
H 5.83 -2.83 0.70
Cl 7.96 -0.88 -0.12
C 7.97 0.29 1.22
C 8.46 1.65 0.82
Cl 10.19 1.72 0.38
H 8.56 -0.14 2.03
H 6.94 0.39 1.57
H 8.32 2.35 1.64
H 7.91 2.02 -0.04
Cl -3.95 -8.19 -2.24
C -5.46 -8.21 -3.19
C -5.73 -6.89 -3.86
Cl -6.12 -5.62 -2.67
H -6.27 -8.50 -2.52
H -5.35 -8.99 -3.94
H -6.58 -6.98 -4.52
H -4.87 -6.56 -4.44
Cl 5.22 4.61 -0.45
C 6.35 5.64 -1.37
C 7.64 4.90 -1.62
Cl 8.52 4.63 -0.10
H 6.51 6.55 -0.80
H 5.87 5.90 -2.31
H 8.29 5.48 -2.28
H 7.45 3.94 -2.09
Cl 0.68 7.47 4.55
C -0.80 8.46 4.48
C -2.01 7.65 4.10
Cl -1.93 7.08 2.41
H -0.63 9.27 3.77
H -0.94 8.89 5.47
H -2.91 8.26 4.19
H -2.12 6.78 4.74
Cl 1.10 -3.99 -5.41
C 1.81 -5.56 -4.93
C 1.15 -6.12 -3.70
Cl 1.52 -5.18 -2.23
H 2.87 -5.41 -4.79
H 1.66 -6.24 -5.77
H 1.52 -7.13 -3.52
H 0.07 -6.16 -3.81
Cl 2.42 6.66 -1.98
C 1.73 5.18 -1.27
C 0.67 5.46 -0.23
Cl 1.35 6.19 1.25
H 2.55 4.60 -0.86
H 1.29 4.62 -2.10
H 0.20 4.52 0.06
H -0.10 6.13 -0.61
Cl 0.62 9.10 0.00
C -0.04 10.63 -0.63
C -0.92 10.41 -1.84
Cl 0.02 9.88 -3.26
H 0.79 11.29 -0.85
H -0.64 11.07 0.17
H -1.40 11.35 -2.11
H -1.68 9.67 -1.64
Cl -7.61 -10.10 -4.59
C -8.67 -11.32 -3.83
C -9.88 -10.69 -3.20
Cl -9.45 -9.72 -1.76
H -8.09 -11.88 -3.11
H -8.99 -12.00 -4.62
H -10.57 -11.46 -2.86
H -10.41 -10.04 -3.89
*
```


[4]
Formula: C37H58BN7O6STi
Source: the OMol25 dataset
Level of theory: ωB97M-V/def2-TZVPD

Computed properties:
highest occupied orbital energy (spin up / spin down)	-8.23 / -8.90	eV
max |F|	0.0670	hartree/bohr
Kohn-Sham gap (spin up / spin down)	8.69 / 8.58	eV
<S²>	2.0056

Geometry as ORCA input:
```
! RIJCOSX wB97M-V def2-TZVPD def2/J DEFGRID3
* xyz 0 3
Ti 0.29 -1.95 -0.47
C 0.44 -5.59 1.18
C -0.53 -4.71 2.04
C 0.17 -3.88 3.13
C -1.52 -3.87 1.25
C -2.85 -4.17 0.99
C -3.36 -2.99 0.45
C -4.68 -2.83 -0.33
C -5.78 -1.95 0.42
C -4.45 -2.33 -1.73
N -2.41 -2.04 0.48
N -1.24 -2.63 0.97
B -2.47 -0.46 0.55
N -1.98 0.00 -0.81
N -0.99 -0.63 -1.47
C -0.69 0.13 -2.54
C -1.49 1.26 -2.59
C -2.29 1.14 -1.42
C -3.24 2.21 -0.95
C -2.67 3.10 0.15
C -4.67 1.77 -0.64
C 0.31 -0.35 -3.57
C -0.25 -1.12 -4.76
C 0.98 0.89 -4.16
N -1.38 0.04 1.52
N -0.08 -0.03 1.18
C 0.57 0.70 2.13
C -0.35 1.14 3.07
C -1.57 0.72 2.67
C -2.89 0.71 3.37
C -3.11 -0.69 4.11
C -3.07 1.79 4.37
C 2.05 0.89 2.26
C 2.71 1.65 1.11
C 2.80 -0.39 2.62
H 1.05 -6.20 1.83
H 1.05 -4.94 0.53
H -0.04 -6.30 0.54
H -1.16 -5.52 2.52
H 0.84 -3.11 2.68
H 0.76 -4.39 3.90
H -0.55 -3.28 3.65
H -3.30 -5.16 1.11
H -5.06 -3.88 -0.34
H -5.88 -0.91 0.04
H -5.52 -1.89 1.48
H -6.84 -2.32 0.24
H -4.15 -1.29 -1.83
H -5.43 -2.36 -2.24
H -3.67 -2.85 -2.30
H -3.59 -0.14 0.79
H -1.50 2.07 -3.33
H -3.34 2.91 -1.78
H -2.39 2.59 1.06
H -3.45 3.80 0.41
H -1.74 3.59 -0.21
H -4.86 1.60 0.45
H -4.89 0.78 -1.13
H -5.24 2.63 -0.93
H 1.15 -0.82 -3.07
H -1.10 -0.64 -5.21
H -0.68 -2.10 -4.48
H 0.57 -1.39 -5.38
H 0.39 1.57 -4.77
H 1.86 0.55 -4.71
H 1.45 1.48 -3.38
H -0.19 1.74 3.94
H -3.69 0.70 2.61
H -2.35 -0.85 4.84
H -3.04 -1.48 3.34
H -4.10 -0.60 4.60
H -2.59 1.50 5.27
H -4.18 1.84 4.55
H -2.65 2.72 4.04
H 2.18 1.51 3.13
H 2.77 1.01 0.23
H 3.67 2.06 1.38
H 2.03 2.49 0.87
H 2.57 -1.23 1.97
H 2.61 -0.66 3.71
H 3.87 -0.25 2.56
O 0.57 -3.02 -2.32
O -0.27 -3.62 -1.55
C 3.66 6.36 -0.03
C 3.97 5.04 -0.73
C 4.99 4.21 -0.15
C 5.37 3.07 -0.75
C 4.67 2.71 -1.92
C 3.67 3.43 -2.49
C 3.31 4.59 -1.81
S 5.30 1.41 -2.92
O 6.72 1.38 -2.58
O 4.87 1.62 -4.27
N 4.51 0.05 -2.41
C 4.83 -0.43 -1.03
C 4.19 -1.85 -0.86
C 2.73 -1.90 -0.47
O 1.96 -0.95 -0.91
O 2.12 -2.82 0.15
H 4.19 6.52 0.91
H 2.55 6.51 0.09
H 3.97 7.17 -0.69
H 5.47 4.56 0.73
H 6.14 2.49 -0.32
H 3.22 3.15 -3.46
H 2.46 5.16 -2.22
H 3.49 0.04 -2.58
H 4.50 0.33 -0.31
H 5.93 -0.51 -0.91
H 4.68 -2.40 -0.09
H 4.29 -2.38 -1.85
*
```


Among the records above, which one has the highest max |F|? C37H57BN8O


Among the records above, which one has the lowest max |F|? C37H57BN6O7P3TaTe


Among the records above, which one has the lowest max |F|? C37H57BN6O7P3TaTe


What is the max |F| in the fourth record? 0.0670 hartree/bohr